Record 1
The following is a quantum chemistry calculation of a structure of composition C23H26BN11SW, from the Open Molecules 2025 dataset.

Output
Gap between HOMO and LUMO (alpha / beta), eV: 5.2 / 5.6
Molecular weight, g/mol: 683.257
Spin multiplicity: 2
⟨S²⟩: 0.757
Net charge: +3
Energy relative to the best compared isomer or geometry (same formula, charge and spin), kcal/mol: 4.8
HOMO (alpha / beta), eV: -16.74 / -16.74

Geometry as XYZ:
```
63
Properties=species:S:1:pos:R:3:forces:R:3:mulliken_spin:R:1
C 2.087 -4.009 -3.919 0.0171 0.0702 -0.0330 -0.0002
C 1.580 2.598 2.644 0.0013 -0.0378 0.0397 0.0030
H 1.210 1.792 -2.394 0.0035 0.0073 -0.0304 -0.0007
C -2.327 2.548 0.481 -0.0425 -0.0085 0.0613 0.0262
S -1.683 3.898 -1.935 0.0468 -0.1060 0.1405 0.0002
C 0.443 -3.693 0.789 0.0184 0.0406 -0.0468 -0.0068
W -0.040 0.540 0.725 0.2889 -0.0195 0.1635 0.9164
H 4.821 0.470 -1.355 0.0110 0.0159 0.0118 0.0003
N 1.753 0.204 -0.198 -0.0177 -0.0977 -0.1305 0.0258
H 3.150 1.739 0.327 0.0069 0.0081 -0.0211 -0.0003
H -0.722 -1.825 3.165 0.0279 0.0036 0.0083 -0.0022
C 1.365 -2.933 -3.495 -0.0364 -0.0024 -0.0322 -0.0005
H 1.455 2.885 0.580 -0.0054 0.0144 0.0283 0.0058
H 1.207 1.659 4.565 0.0067 0.0058 -0.0116 -0.0001
H 3.358 -1.668 -2.270 0.0142 -0.0147 -0.0110 -0.0001
N -0.579 -1.355 -1.621 0.0206 -0.0647 -0.1075 -0.0433
C 2.954 0.859 -0.262 0.0830 0.0715 0.0677 0.0048
N 1.909 -4.120 -1.674 0.0072 -0.0270 0.3046 -0.0002
C 0.729 1.806 3.598 0.0186 0.0680 -0.0101 0.0073
H -0.003 3.730 -3.663 0.0101 -0.0066 -0.0083 0.0004
H 1.707 3.633 2.960 -0.0045 -0.0091 0.0103 -0.0006
H -0.197 -0.020 3.486 0.0058 0.0104 -0.0163 0.0044
H -0.237 2.287 3.760 0.0143 -0.0019 -0.0044 -0.0005
C -1.448 2.798 -0.634 0.0627 0.0000 -0.1372 0.0128
C -3.504 3.228 0.779 0.0393 -0.0521 0.0401 -0.0057
C -0.342 1.987 -0.821 -0.2590 0.2920 -0.1721 0.0009
C -4.272 2.817 1.850 -0.0080 0.0377 -0.0352 0.0198
H -3.572 -1.214 -2.898 -0.0140 0.0070 -0.0033 0.0004
H -4.460 1.360 3.440 0.0039 -0.0177 0.0077 0.0002
H -3.082 0.463 -0.826 -0.0081 0.0045 -0.0103 0.0001
H -5.192 3.334 2.090 -0.0050 0.0057 -0.0019 -0.0005
N 1.241 -3.024 -2.131 -0.1104 0.0574 -0.0724 -0.0029
C -2.659 -1.100 -2.342 0.0132 0.0089 0.0052 -0.0016
H 1.330 -0.076 2.993 -0.0214 0.0096 0.0146 0.0031
N 0.050 -1.550 1.179 0.0110 -0.1573 0.1156 -0.0256
N 0.487 -2.473 0.263 -0.0123 -0.0238 0.0519 0.0134
N 0.873 2.526 1.336 -0.0020 0.1260 -0.0842 -0.0036
N -1.915 1.496 1.248 -0.1191 0.0799 -0.0057 -0.0014
H -2.362 0.216 2.830 -0.0235 0.0027 0.0080 0.0000
C -2.415 -0.247 -1.282 -0.0223 0.0209 0.0347 0.0044
H -0.220 -4.419 2.777 -0.0108 -0.0040 0.0201 0.0002
C 0.321 2.289 -2.029 0.0331 0.0129 -0.0238 0.0084
C 3.804 0.213 -1.112 -0.0184 0.0538 0.0295 -0.0063
H -3.811 4.064 0.164 0.0090 0.0071 -0.0143 0.0003
H -1.222 -2.580 -3.209 -0.0157 -0.0098 -0.0112 0.0005
H 0.090 3.181 1.350 0.0146 -0.0246 0.0042 0.0044
H 2.352 -4.260 -4.931 0.0063 -0.0069 -0.0042 0.0000
C -0.302 3.300 -2.719 0.0631 -0.0206 -0.0013 0.0042
C 3.070 -0.880 -1.592 -0.0904 -0.0310 0.0423 0.0000
C 2.400 -4.716 -2.736 -0.0152 0.0098 -0.0777 0.0001
C -3.866 1.720 2.612 0.0788 -0.0663 0.0165 -0.0047
H 0.791 -4.529 0.201 -0.0058 -0.0163 0.0295 0.0000
C -0.283 -2.275 2.290 -0.0756 0.0029 0.0143 0.0047
N 0.482 0.494 2.928 -0.0546 -0.0842 0.0710 0.0239
H 0.936 -2.112 -4.048 0.0039 -0.0146 -0.0399 0.0001
H 2.571 2.152 2.539 -0.0152 -0.0077 0.0009 -0.0016
H 2.955 -5.634 -2.628 0.0212 -0.0080 -0.0072 0.0000
C -1.475 -1.791 -2.520 0.0082 0.0347 0.0676 0.0077
C -2.692 1.092 2.282 -0.0451 -0.0132 0.0528 0.0385
C -0.053 -3.608 2.090 -0.0038 0.0012 -0.0180 -0.0037
N -1.158 -0.412 -0.834 -0.0506 -0.1129 -0.1326 -0.0066
B 0.755 -1.993 -1.188 0.1319 0.0383 -0.0810 0.0321
N 1.859 -0.861 -1.057 0.0105 -0.0619 -0.0656 -0.0555
```
Positions in Å, forces in eV/Å.


Record 2
The following is a quantum chemistry calculation of a structure of composition C14H15AsN4O2PdS4 in a non-equilibrium geometry, from the Open Molecules 2025 dataset.

Output
Gap between HOMO and LUMO (alpha / beta), eV: 6.6 / 4.8
Molecular weight, g/mol: 580.910
Spin multiplicity: 5
⟨S²⟩: 6.038
Energy relative to the best compared isomer or geometry (same formula, charge and spin), kcal/mol: 0.0
HOMO (alpha / beta), eV: -6.99 / -7.13

Geometry as XYZ:
```
41
Properties=species:S:1:pos:R:3:forces:R:3:mulliken_spin:R:1
C -11.504 -9.261 15.019 -0.1243 0.8435 -0.7541 0.0012
S -5.020 -6.276 9.128 0.4525 0.7979 0.3009 0.3206
H -13.378 -2.979 9.162 -0.1722 0.0155 -0.1307 -0.0003
H -8.773 -10.508 14.069 -0.1302 -0.2536 0.3829 0.0009
H -13.878 -6.380 12.740 -0.0781 -0.3002 0.3624 0.0001
C -12.341 -4.343 10.483 -0.7279 -0.2048 0.4460 -0.0326
C -9.568 -2.911 8.721 1.1635 -0.7721 0.3121 0.0023
O -11.083 -11.509 15.760 0.8298 0.4296 -0.2619 0.0000
H -11.995 -9.492 14.045 0.4189 -0.1325 0.5677 0.0001
As -4.588 -5.499 11.063 0.6963 0.2984 -0.2449 0.0587
C -9.729 -8.126 13.943 1.6699 2.5268 -1.7108 0.0001
C -11.019 -4.000 10.019 1.5838 0.4244 -0.2433 0.0170
Pd -9.576 -5.890 11.809 2.0879 0.5899 -1.4166 0.9805
H -11.554 -2.191 9.098 0.1977 -0.0082 -0.1687 -0.0008
C -12.503 -5.353 11.466 -0.1071 -0.6452 0.2993 0.0207
O -11.554 -6.106 11.939 -0.9959 0.0640 0.2549 0.1260
N -10.038 -9.060 14.819 -1.2533 0.2068 0.3439 -0.0036
S -6.980 -5.293 12.136 -0.2682 -0.6581 -0.4956 0.4743
C -14.762 -4.044 10.396 0.1649 0.2289 0.4479 0.0100
N -9.822 -4.677 10.145 -2.4435 2.1579 -1.8000 0.0977
S -4.546 -3.389 10.566 0.0827 -0.3491 -0.3311 0.9043
H -11.893 -8.276 15.316 -0.0642 -0.3661 0.1022 -0.0004
H -15.879 -5.248 11.823 0.5686 0.3746 -0.2361 -0.0005
C -13.504 -3.714 9.944 0.6694 -0.4642 0.5469 -0.0058
H -8.200 -9.705 15.517 -0.1304 -0.2696 0.1973 0.0001
H -15.650 -3.545 10.021 0.1723 -0.1189 -0.0933 0.0006
C -9.687 -11.251 15.920 -0.1176 -0.1518 0.5226 0.0000
H -7.950 -4.479 9.133 -0.6695 0.6940 -0.0840 -0.0100
N -10.830 -2.872 9.250 0.0215 -1.6287 0.5203 0.0032
S -7.273 -6.767 10.867 -1.2531 -0.0904 0.7288 0.9366
C -9.094 -10.143 15.062 0.3948 -0.0145 -1.4117 -0.0018
C -8.958 -4.048 9.255 -0.0425 0.8041 0.2684 0.0085
N -9.358 -7.258 13.226 -1.3710 -3.7453 3.6006 0.0761
C -13.793 -5.630 11.986 -0.2631 1.2830 -1.3613 0.0203
H -11.604 -10.028 17.077 -0.0735 0.2112 -0.1397 -0.0001
C -14.876 -4.965 11.453 -0.8092 -0.7811 0.2994 -0.0044
H -9.464 -11.011 16.967 -0.2660 -0.0608 0.0931 0.0000
H -9.213 -2.103 8.080 0.0061 -0.5636 0.2278 -0.0006
H -12.870 -10.595 15.927 0.1725 0.1381 0.2514 0.0001
H -9.183 -12.180 15.684 0.1148 -0.1388 -0.0314 0.0000
C -11.814 -10.328 16.041 -0.1071 -0.3711 -0.1614 0.0007
```
Positions in Å, forces in eV/Å.


Record 3
The following is a quantum chemistry calculation of a cluster of 3 separate species, C15H38N3O4S in total, from the Open Molecules 2025 dataset.

Output
Gap between HOMO and LUMO, eV: 8.3
Molecular weight, g/mol: 356.553
Spin multiplicity: 1
Net charge: +1
Energy relative to the best compared isomer or geometry (same formula, charge and spin), kcal/mol: 0.0
HOMO, eV: -10.99

Geometry as XYZ:
```
61
Properties=species:S:1:pos:R:3:forces:R:3:lowdin_charge:R:1
S 3.592 1.180 -1.370 0.0566 0.0928 -0.0895 0.9140
O -1.412 -1.648 0.484 0.4551 -0.2347 -0.0516 0.0401
H 6.264 -0.224 0.858 0.0163 0.0174 0.0055 0.0793
H -1.853 0.191 -0.226 0.2826 0.3065 -0.2257 0.1749
H -1.433 -2.293 -0.241 -0.2971 0.2041 0.0019 0.0966
H -1.753 -3.514 -6.014 0.0346 0.0206 -0.0135 0.0759
O -3.181 2.119 4.271 0.0193 -0.0042 0.0218 -0.2027
C -2.923 3.463 3.909 0.0123 0.0599 -0.1341 -0.2141
H 4.568 0.144 1.213 0.0579 -0.0667 0.0575 0.0632
H -3.829 4.070 4.031 0.0101 -0.0012 0.0565 0.1216
H -0.347 -4.251 -6.827 -0.0014 0.0101 0.0015 0.0954
H 1.178 2.567 -0.660 0.1059 -0.0506 0.1394 0.1315
H -1.990 3.658 6.735 -0.0216 -0.0146 -0.0185 0.0668
H -0.497 -4.059 -2.019 0.0033 -0.0565 -0.0594 0.0880
C -0.191 0.226 1.207 0.1213 0.2900 -0.1321 -0.1003
C 2.328 -0.010 -0.876 -0.0163 -0.1739 -0.0409 -0.4450
H 0.397 -1.458 -1.005 -0.0080 -0.0094 -0.1422 0.1554
H -1.241 5.210 6.410 0.0251 -0.0303 0.0033 0.0783
C 0.395 -3.245 -3.664 -0.0298 0.1004 -0.0793 -0.4200
H -0.290 3.080 3.621 0.1228 0.0394 0.0269 0.0582
H -2.978 5.008 6.162 -0.0013 -0.0047 -0.0002 0.0803
H 1.212 -4.490 -5.254 -0.0160 0.0714 -0.0013 0.1293
H 0.887 -2.029 -5.398 0.0053 0.0111 0.0041 0.0920
H 5.664 1.448 0.798 0.0817 -0.0148 0.0236 0.0755
C -1.195 -4.442 -6.163 -0.0016 -0.0916 -0.0470 -0.0879
H -3.279 1.916 6.347 -0.0154 0.0470 0.0114 0.0773
O -0.767 -5.009 -4.935 -0.0603 0.1174 0.0527 -0.1804
C 5.420 0.409 0.585 -0.1541 0.1257 -0.0974 -0.1520
H 0.816 -5.340 -3.759 -0.0103 -0.0178 -0.0181 0.1292
C 0.968 0.531 -1.295 0.2235 0.3063 -0.0105 -0.3026
C 0.222 -2.004 -4.535 -0.0383 0.0193 0.0578 -0.0536
H -1.538 -3.565 -3.132 -0.0084 0.0535 -0.0268 0.0871
H -0.882 0.398 2.031 0.0409 -0.1223 0.0693 0.1488
H 0.577 -0.492 1.511 -0.1050 -0.0689 0.1067 0.1391
O 0.428 1.468 0.882 -0.0452 -0.1097 -0.0562 -0.0910
C 0.496 1.735 -0.501 -0.2951 0.0981 0.0000 -0.1659
C 0.474 -4.561 -4.445 0.0487 -0.1069 0.0083 -0.2052
H -0.803 2.347 4.962 0.0581 0.0202 0.0831 0.0676
C 5.068 0.237 -0.886 -0.1498 -0.1125 0.2913 -0.5209
H -1.499 5.020 4.060 -0.0119 -0.0107 -0.0268 0.1357
H 2.518 -0.946 -1.414 -0.0250 -0.0043 -0.0008 0.0869
H 1.030 0.814 -2.347 -0.2177 -0.1591 -0.0597 0.1451
H -2.695 3.428 2.839 -0.0077 -0.0123 0.0019 0.1149
N -0.079 -0.560 -1.140 0.2631 -0.0494 0.0303 0.1507
H 2.361 -0.220 0.194 -0.0019 0.1143 0.0255 0.0887
H -0.801 -1.904 -4.896 0.0039 -0.0351 -0.0245 0.0746
H -4.440 0.987 5.389 0.0009 0.0011 -0.0080 0.0873
H -0.631 -0.689 -1.992 -0.0170 -0.0676 0.0365 0.1599
H -0.489 2.056 -0.866 0.0437 0.0052 -0.1088 0.1412
C -0.976 -0.392 0.062 -0.6237 -0.4507 0.2493 -0.3028
H 0.461 -1.097 -3.970 0.0164 0.0043 -0.0245 0.0514
H 4.855 -0.810 -1.106 0.1370 -0.0092 -0.1547 0.0697
N -0.682 -3.287 -2.656 0.0868 0.1484 0.3861 0.0394
H -4.666 2.736 5.590 0.0036 0.0041 0.0118 0.0926
C -2.008 4.518 6.066 -0.0238 0.0502 0.0074 -0.0656
C -1.730 4.110 4.623 -0.0065 -0.0840 0.1592 -0.4346
H -1.856 -5.164 -6.637 0.0055 -0.0074 0.0062 0.0947
C -3.923 1.942 5.466 -0.0151 -0.0560 -0.0317 -0.1012
H 1.347 -3.144 -3.130 0.0047 -0.0710 0.0085 0.1310
H 5.871 0.571 -1.540 -0.0220 0.0043 -0.0272 0.0741
N -0.539 3.256 4.591 -0.0996 -0.0351 -0.2341 0.0423
```
Positions in Å, forces in eV/Å.